1.
DFT (wB97M-V/def2-TZVPD) results for a molecular structure, C20H10Cl5N2O2Ta.

Its orbital gap is 5.476 eV. Its energy above the lowest of the compared OMol25 structures with the same formula, charge and spin is 7.4 kcal per mole. Its net charge is +2.

Structure (XYZ):
```
40
Properties=species:S:1:pos:R:3:forces:R:3
Ta -0.668 -0.078 -1.437 0.6 0.2 -0.2
O -1.957 -1.449 -1.468 -0.4 -0.1 0.0
C -2.184 -2.645 -0.878 0.1 -0.1 0.1
C -3.012 -3.583 -1.456 0.1 0.0 0.1
C -3.213 -4.775 -0.773 0.0 0.0 0.0
C -2.620 -5.028 0.468 0.0 -0.1 0.0
C -1.816 -4.083 1.051 0.0 0.1 0.0
C -1.563 -2.861 0.382 -0.1 -0.1 -0.2
C -0.865 -1.832 1.043 0.1 0.1 -0.1
N -0.525 -0.665 0.515 0.0 -0.1 0.1
N -0.207 0.339 1.428 0.0 0.2 0.0
C -0.419 1.497 0.903 0.1 -0.2 -0.2
O -0.804 1.482 -0.437 -0.4 0.0 0.2
C -0.259 2.778 1.543 0.0 0.0 0.2
C -0.734 3.941 0.928 0.0 0.0 0.0
C -0.592 5.154 1.575 0.0 0.0 0.0
C 0.027 5.209 2.819 0.0 0.0 0.0
C 0.504 4.053 3.427 0.0 0.0 0.0
C 0.360 2.832 2.797 0.0 0.0 0.0
H -3.488 -3.385 -2.405 0.0 0.0 0.0
H -3.855 -5.527 -1.214 0.0 0.0 0.0
H -2.809 -5.965 0.971 0.0 0.0 0.0
H -1.366 -4.261 2.019 0.0 0.0 0.0
H -0.638 -1.933 2.101 0.0 0.0 0.0
H -1.209 3.894 -0.042 0.0 0.0 0.0
H -0.962 6.058 1.112 0.0 0.0 0.0
H 0.139 6.161 3.319 0.0 0.0 0.0
H 0.987 4.108 4.393 0.0 0.0 0.0
H 0.723 1.926 3.263 0.0 0.0 0.0
Cl 0.534 -2.210 -2.674 0.0 0.0 0.0
C 1.837 -1.045 -2.471 0.0 -0.1 0.0
C 1.388 0.133 -1.871 0.2 -0.1 0.0
C 2.375 1.130 -1.684 0.0 0.0 0.0
Cl 1.971 2.643 -1.004 0.0 0.0 0.0
C 3.695 0.909 -2.080 0.0 0.0 0.0
Cl 4.875 2.118 -1.862 0.0 0.0 0.0
C 4.066 -0.313 -2.669 0.0 0.0 0.0
Cl 5.662 -0.580 -3.147 0.0 0.0 0.0
C 3.111 -1.331 -2.880 0.0 0.1 0.0
Cl 3.512 -2.816 -3.603 0.0 0.0 0.0
```
Forces are in eV/Å.

Here are the Mulliken charges for atoms 1 to 6, given in e:
1. Ta 1.660
2. O -0.684
3. C 0.853
4. C -0.573
5. C -0.374
6. C -0.756

***

2.
DFT (wB97M-V/def2-TZVPD) results for a molecular structure, C20H11ClN7O6PtS3.

Its orbital gap (spin up / spin down) is 5.518 / 5.519 eV. Its energy above the lowest of the compared OMol25 structures with the same formula, charge and spin is 53.2 kcal per mole. Its net charge is -1.

Structure (XYZ):
```
49
Properties=species:S:1:pos:R:3:forces:R:3
Pt 1.369 0.959 -0.393 0.7 0.0 0.1
S 2.502 2.923 -0.511 -0.4 0.0 -0.1
C 2.376 3.233 -2.231 0.0 -0.1 0.1
C 3.021 4.437 -2.636 0.1 0.2 -0.1
N 3.532 5.427 -2.923 0.0 0.0 0.0
C 1.726 2.451 -3.116 0.0 0.0 0.1
S 0.863 0.998 -2.705 0.0 -0.3 0.4
C 1.673 2.815 -4.496 0.0 0.1 -0.2
N 1.598 3.103 -5.607 0.0 0.0 0.0
O 4.658 -4.056 -0.635 0.2 0.1 -0.1
C 3.478 -4.425 -0.160 0.0 -0.1 0.0
O 3.256 -5.564 0.165 0.0 0.0 0.0
C 2.445 -3.363 -0.039 0.3 0.1 0.0
C 1.158 -3.523 0.442 -0.3 0.0 0.1
Cl 0.361 -4.930 0.943 0.0 -0.1 0.0
N 0.537 -2.324 0.445 0.0 0.2 -0.4
N 1.360 -1.402 -0.066 -0.7 0.3 0.3
C 2.508 -1.990 -0.338 -0.3 0.3 0.0
C 3.542 -1.054 -0.857 0.2 -0.2 0.0
O 4.669 -1.442 -1.148 -0.1 -0.2 0.0
O 3.161 0.165 -0.957 0.4 0.2 0.1
C -0.843 -1.995 0.786 0.4 -0.1 0.1
C -1.841 -1.720 -0.352 0.0 0.0 -0.2
C -3.210 -2.100 -0.087 -0.1 -0.1 0.1
C -3.610 -2.397 1.163 0.0 0.0 -0.2
C -2.672 -2.590 2.234 0.2 0.0 0.1
C -1.343 -2.529 2.025 -0.1 0.0 0.2
H 4.724 -3.085 -0.857 -0.1 0.0 0.0
H -0.711 -1.249 -1.824 0.0 0.1 0.0
H -3.894 -2.098 -0.925 0.0 0.0 0.0
H -4.657 -2.596 1.355 0.0 0.0 0.0
H -3.046 -2.887 3.206 0.0 0.0 0.0
H -0.636 -2.798 2.798 0.0 0.0 0.0
C -3.075 3.860 2.603 0.0 0.0 0.0
C -2.071 3.181 1.727 -0.1 0.0 -0.3
C -2.340 2.940 0.374 0.0 0.1 0.1
C -1.374 2.331 -0.385 0.2 0.2 0.1
N -0.222 2.009 0.200 -0.5 -0.7 0.1
C -0.105 2.125 1.534 0.7 0.1 0.0
S 1.425 1.383 1.997 -0.4 0.0 -0.4
N -0.941 2.786 2.303 0.0 -0.2 0.1
H -3.760 4.480 2.028 0.0 0.0 0.0
H -2.568 4.458 3.357 0.0 0.0 0.0
H -3.653 3.090 3.118 0.0 0.0 0.0
H -3.283 3.224 -0.068 0.0 0.0 0.0
H -1.463 2.127 -1.443 0.0 0.0 0.0
O -1.963 0.083 1.257 0.3 -0.1 -0.3
N -1.221 -0.609 0.372 -0.4 0.1 0.3
O -1.442 -1.863 -1.676 0.1 -0.1 0.0
```
Forces are in eV/Å.

Here are the Mulliken charges for atoms 1 to 6, given in e:
1. Pt 1.063
2. S -0.204
3. C 0.690
4. C -0.269
5. N -0.476
6. C 0.768

***

3.
DFT (wB97M-V/def2-TZVPD) results for C20H11F6N5O3S in the gas phase.

Its orbital gap is 8.232 eV. Its energy above the lowest of the compared OMol25 structures with the same formula, charge and spin is 0.0 kcal per mole. Its SMILES is O=C(Nc1nc2ccc(C(F)(F)F)cc2[nH]1)c1csc(NC(=O)c2ccccc2OC(F)(F)F)n1.

Structure (XYZ):
```
46
Properties=species:S:1:pos:R:3:forces:R:3
O -0.820 -0.054 3.709 1.3 -0.3 -1.2
C -0.231 -0.141 2.620 -1.9 0.8 0.5
N -0.727 -0.956 1.608 0.9 1.1 0.6
C -1.944 -1.579 1.612 -1.3 -0.9 1.8
N -2.421 -2.215 0.602 0.1 -0.3 -0.9
C -3.582 -2.799 1.063 -0.4 -0.1 -0.8
C -4.458 -3.590 0.353 -1.0 -0.4 0.8
C -5.609 -4.064 1.021 1.0 0.4 -0.7
C -5.923 -3.756 2.365 2.9 1.3 -0.7
C -7.070 -4.405 3.026 -0.3 0.7 -1.6
F -8.182 -4.313 2.186 0.9 -0.7 1.2
F -6.752 -5.692 3.236 -1.0 -0.1 0.3
F -7.389 -3.810 4.167 -0.3 -0.4 0.5
C -4.982 -2.968 3.094 -0.2 -0.3 -1.0
C -3.847 -2.498 2.391 0.1 0.2 0.8
N -2.742 -1.716 2.736 0.4 0.9 1.5
C 0.899 0.779 2.270 1.4 0.9 -0.4
C 1.542 1.565 3.202 -0.3 -0.9 -0.6
S 2.912 2.385 2.501 -0.7 -0.4 -0.3
C 2.462 1.704 0.957 -0.8 -0.5 -0.2
N 3.013 1.961 -0.292 -0.7 -0.3 -1.7
C 4.187 2.572 -0.622 0.2 0.2 1.2
O 4.937 2.912 0.270 0.4 0.3 0.2
C 4.507 2.849 -2.055 -0.7 -0.7 -1.2
C 5.609 3.688 -2.318 -0.1 -0.4 0.1
C 5.984 4.010 -3.619 0.1 0.9 1.0
C 5.264 3.535 -4.666 -1.2 -1.3 -0.2
C 4.229 2.604 -4.472 0.1 0.3 1.1
C 3.789 2.276 -3.175 1.5 1.2 -0.8
O 2.731 1.396 -2.980 -2.2 -0.3 -0.9
C 1.651 1.241 -3.969 2.1 0.3 0.2
F 2.101 0.410 -4.959 -0.8 1.2 1.1
F 1.341 2.458 -4.523 0.0 -2.1 1.0
F 0.605 0.646 -3.369 1.5 1.3 -0.7
N 1.416 0.921 0.965 -0.2 -0.4 1.2
H -0.344 -0.871 0.688 0.5 0.1 -0.4
H -4.193 -3.826 -0.670 -0.4 -0.2 0.0
H -6.207 -4.704 0.409 -0.7 -0.3 0.1
H -5.125 -2.765 4.146 0.0 0.1 0.0
H -2.531 -1.262 3.642 -0.1 -0.5 -1.0
H 1.250 1.587 4.246 0.4 0.2 -0.1
H 2.462 1.619 -1.100 0.2 0.1 1.1
H 6.204 4.106 -1.500 -0.5 -0.3 -0.1
H 6.764 4.744 -3.792 0.1 -0.2 0.1
H 5.449 3.848 -5.666 0.4 0.1 -0.6
H 3.770 2.172 -5.338 -0.3 -0.1 -0.2
```
Forces are in eV/Å.

Here are the Mulliken charges for atoms 1 to 6, given in e:
1. O -0.719
2. C 0.228
3. N -0.143
4. C 0.192
5. N -0.818
6. C 0.880

***

4.
DFT (wB97M-V/def2-TZVPD) results for C20H11NO2 in the gas phase.

Its orbital gap is 6.466 eV. Its energy above the lowest of the compared OMol25 structures with the same formula, charge and spin is 66.3 kcal per mole. Its SMILES is O=[N+]([O-])C1=Cc2c3ccccc3cc3c2c1cc1ccccc13.

Structure (XYZ):
```
34
Properties=species:S:1:pos:R:3:forces:R:3
O -3.507 -3.055 3.790 1.6 1.1 -4.4
N -3.398 -2.911 2.492 -3.6 -1.9 1.9
O -4.318 -3.394 1.782 2.2 1.4 0.7
C -2.287 -2.259 1.819 0.7 0.1 2.4
C -1.154 -2.069 2.576 0.4 -0.2 1.2
C -0.155 -1.469 1.736 1.3 1.3 -1.7
C 1.151 -0.911 1.853 -0.6 -0.6 0.5
C 1.915 -1.057 3.041 2.1 1.5 -0.7
C 3.075 -0.314 3.221 -1.0 0.1 -1.9
C 3.482 0.651 2.201 -0.2 -0.7 0.7
C 2.774 0.679 1.010 3.4 2.4 1.6
C 1.682 -0.096 0.738 -0.5 -1.7 4.8
C 1.001 0.073 -0.371 -1.4 0.7 -5.4
C -0.171 -0.635 -0.647 0.8 0.6 1.2
C -0.742 -1.272 0.471 0.9 0.4 -0.4
C -2.053 -1.683 0.485 -4.5 -1.9 -3.2
C -2.858 -1.631 -0.733 4.9 1.2 2.9
C -2.216 -1.098 -1.916 -0.2 0.4 0.3
C -2.973 -0.979 -3.113 0.4 0.2 -0.7
C -2.375 -0.486 -4.272 0.5 0.8 0.6
C -1.043 0.073 -4.257 -1.9 -1.9 0.1
C -0.378 -0.029 -3.072 2.9 1.3 -0.5
C -0.865 -0.584 -1.878 -2.2 -0.4 -0.8
H -0.990 -2.273 3.674 -0.6 0.0 -1.6
H 1.771 -1.781 3.798 -1.0 -0.7 0.5
H 3.646 -0.564 4.088 0.5 0.4 0.4
H 4.346 1.329 2.413 -1.0 -0.7 -0.4
H 3.069 1.472 0.312 -0.1 -0.5 -0.1
H 1.407 0.776 -1.177 -0.5 -1.1 1.3
H -3.860 -1.839 -0.670 -2.2 -0.8 -0.2
H -4.038 -1.274 -3.074 0.8 0.0 -0.3
H -2.894 -0.402 -5.208 -0.5 -0.2 -0.1
H -0.553 0.365 -5.197 -0.3 0.2 0.7
H 0.676 0.384 -3.163 -1.2 -0.7 0.7
```
Forces are in eV/Å.

Here are the Mulliken charges for atoms 1 to 6, given in e:
1. O -0.567
2. N 0.820
3. O -0.543
4. C -0.314
5. C -0.521
6. C -0.212

***

5.
DFT (wB97M-V/def2-TZVPD) results for a molecular structure, C20H12AlBF14NO2.

Its orbital gap is 7.338 eV. Its energy above the lowest of the compared OMol25 structures with the same formula, charge and spin is 2.0 kcal per mole. Its net charge is -1.

Structure (XYZ):
```
51
Properties=species:S:1:pos:R:3:forces:R:3
Al 0.843 -1.597 1.040 -0.6 1.0 0.0
C -5.648 -0.554 0.643 0.1 0.0 0.0
C -4.158 -0.381 0.495 0.0 -0.1 0.0
C -3.515 0.773 0.924 0.0 0.0 0.0
C -2.143 0.890 0.836 0.0 -0.1 0.0
C -1.348 -0.137 0.313 -0.2 0.1 -0.1
N 0.047 -0.044 0.311 0.0 -0.3 0.5
C 0.719 1.033 -0.213 0.1 -0.1 -0.2
C 0.057 2.019 -0.970 0.0 0.0 0.0
C 0.722 3.091 -1.528 0.1 0.0 0.0
C 2.094 3.242 -1.379 0.0 0.1 0.0
C 2.839 4.393 -2.006 0.0 -0.2 0.0
C 2.768 2.258 -0.671 -0.2 0.1 0.0
C 2.129 1.160 -0.103 0.1 0.0 0.0
C 2.979 0.134 0.665 -0.2 0.0 0.0
O 2.468 -1.139 0.701 0.7 0.1 -0.1
C 3.135 0.649 2.126 0.1 0.1 0.1
F 3.709 1.868 2.207 -0.2 -0.2 0.0
F 1.921 0.750 2.705 0.1 0.0 -0.1
F 3.863 -0.186 2.885 0.0 0.1 -0.1
C 4.398 -0.043 0.042 0.1 -0.1 -0.1
F 4.990 -1.148 0.518 0.0 0.2 -0.1
F 4.318 -0.175 -1.294 0.0 0.0 0.2
F 5.255 0.979 0.287 -0.1 -0.2 0.0
C -1.995 -1.318 -0.117 0.0 0.0 0.0
C -3.381 -1.406 -0.024 -0.1 0.2 0.0
C -1.161 -2.487 -0.671 0.1 0.1 0.0
O -0.010 -2.721 0.034 -0.1 -0.7 -0.4
C -0.823 -2.192 -2.168 0.0 0.1 -0.1
F 0.079 -1.214 -2.283 -0.1 -0.1 0.0
F -0.323 -3.267 -2.807 -0.1 0.2 0.1
F -1.924 -1.804 -2.853 0.2 -0.1 0.1
C -1.930 -3.838 -0.622 0.0 -0.2 0.1
F -1.112 -4.871 -0.868 -0.3 0.2 0.0
F -2.461 -4.044 0.599 0.1 0.0 -0.2
F -2.946 -3.920 -1.514 0.2 -0.1 0.1
H -6.148 0.409 0.744 0.0 0.0 0.0
H -6.069 -1.080 -0.215 0.0 0.0 0.0
H -5.872 -1.142 1.536 -0.1 0.0 0.0
H -4.097 1.586 1.346 0.0 0.0 0.0
H -1.645 1.781 1.197 0.0 0.0 0.0
H -1.007 1.919 -1.131 0.0 0.0 0.0
H 0.161 3.823 -2.099 0.0 0.0 0.0
H 2.163 5.220 -2.227 0.0 0.0 0.0
H 3.628 4.756 -1.345 0.0 0.0 0.0
H 3.310 4.087 -2.944 0.0 0.1 0.0
H 3.839 2.365 -0.562 0.0 0.0 0.0
H -3.895 -2.291 -0.372 0.0 0.0 0.0
F -0.622 -1.583 3.793 0.1 0.1 -0.2
B 0.480 -1.966 3.112 -0.1 -0.3 0.5
F 1.321 -2.638 3.929 0.0 0.1 -0.2
```
Forces are in eV/Å.

Here are the Mulliken charges for atoms 1 to 6, given in e:
1. Al -0.334
2. C -1.640
3. C 0.581
4. C -1.010
5. C 0.035
6. C -1.029